<one>
The ion C5H8N with charge +1. Source: the Open Molecules 2025 dataset; level of theory: ωB97M-V with the def2-TZVPD basis set.

Values from the calculation:
**HOMO**: -13.536 eV
**Net charge**: +1
**Orbital gap**: 9.98 eV
**Structure (SMILES)**: [NH3+][C@]12C[C@]13C[C@H]32

Last column: Mulliken charge in e.
Element x y z (Å)
N (1.2974, 0.3475, -0.0312)  -0.250
C (0.2990, -0.5347, -0.7188)  -0.355
C (-0.1195, -1.6231, 0.2491)  -0.288
C (-1.0152, -0.5918, 0.2782)  0.254
C (-1.3350, 0.8550, 0.2840)  -0.859
C (-1.0422, 0.1028, -1.0394)  0.159
H (1.5991, 1.0467, -0.7461)  0.380
H (2.1522, 0.0223, 0.4222)  0.346
H (0.7192, 0.7443, 0.7236)  0.277
H (0.6276, -1.8273, 0.9965)  0.286
H (-0.4214, -2.4501, -0.3629)  0.221
H (-0.7938, 1.5811, 0.8183)  0.238
H (-2.3841, 1.1055, 0.3222)  0.261
H (-1.7175, -0.0210, -1.9361)  0.330

<two>
The ion C5H8N with charge +1. Source: the Open Molecules 2025 dataset; level of theory: ωB97M-V with the def2-TZVPD basis set.

Values from the calculation:
**HOMO (alpha / beta)**: -12.748 / -12.722 eV
**Net charge**: +1
**Orbital gap (alpha / beta)**: 7.68 / 8.47 eV

Last column: Mulliken charge in e.
Element x y z (Å)
C (2.0429, 0.1365, 1.7586)  -0.104
C (1.2151, -0.1751, 0.9130)  -0.454
C (-0.8988, 1.4864, -0.6475)  -0.715
C (-0.0328, 0.4816, -1.3479)  -0.330
C (0.2750, -0.2824, -0.0941)  0.036
N (-0.7043, -1.3419, 0.2842)  -0.225
H (2.6235, 0.0433, 2.6503)  0.411
H (-0.4938, 2.4819, -0.4865)  0.308
H (-1.7177, 1.2034, -0.0179)  0.360
H (-0.5607, -0.0890, -2.0048)  0.327
H (0.9903, 0.7778, -1.9013)  0.305
H (-1.6092, -0.8281, 0.4376)  0.355
H (-0.2509, -1.9616, 0.9691)  0.362
H (-0.8785, -1.9330, -0.5128)  0.366

It is <two> that is most stable; the runner-up trails by 0.064 eV.

<one>
The ion C5H8N with charge +1. Source: the Open Molecules 2025 dataset; level of theory: ωB97M-V with the def2-TZVPD basis set.

Values from the calculation:
**HOMO**: -14.049 eV
**Net charge**: +1
**Orbital gap**: 7.20 eV

Last column: Mulliken charge in e.
Element x y z (Å)
C (1.7173, 0.2815, -0.6877)  0.549
C (2.5364, -0.4078, -1.3481)  -0.623
C (0.7732, 1.2038, -0.1051)  -0.422
C (-1.0368, -0.0052, 0.9254)  0.271
C (-2.3934, -0.5473, 0.8175)  -1.142
N (-0.5408, 0.6851, 0.0054)  -0.407
H (3.3500, -0.9579, -1.0356)  0.356
H (2.2674, -0.8477, -2.3765)  0.298
H (1.1616, 1.6483, 0.7458)  0.426
H (0.6358, 1.9545, -0.8499)  0.345
H (-0.5078, -0.6566, 1.6257)  0.315
H (-2.1792, -1.4541, 0.2550)  0.305
H (-3.0288, 0.0422, 0.2711)  0.377
H (-2.7547, -0.9389, 1.7570)  0.352

<two>
The ion C5H8N with charge +1. Source: the Open Molecules 2025 dataset; level of theory: ωB97M-V with the def2-TZVPD basis set.

Values from the calculation:
**HOMO (alpha / beta)**: -14.707 / -14.709 eV
**Net charge**: +1
**Orbital gap (alpha / beta)**: 8.56 / 8.57 eV
**Structure (SMILES)**: CC[N+]1=C2C[C@@H]21

Last column: Mulliken charge in e.
Element x y z (Å)
C (-1.0629, -1.1898, -0.9834)  -1.084
C (-0.0239, -1.1616, 0.2274)  -0.206
N (0.5657, 0.1185, 0.4371)  0.397
C (1.8032, 0.6503, 0.3153)  -0.107
C (1.7394, 1.9803, 0.9978)  -0.303
C (0.0918, 1.3935, 0.4868)  -0.188
H (-2.0563, -1.2260, -0.5598)  0.334
H (-1.0097, -0.3348, -1.5980)  0.370
H (-1.0908, -2.0983, -1.5862)  0.322
H (0.7346, -2.0612, 0.0227)  0.309
H (-0.6104, -1.4759, 1.1601)  0.282
H (1.8607, 2.1678, 2.1409)  0.322
H (2.0905, 2.8635, 0.4289)  0.296
H (-0.3256, 2.0177, -0.3141)  0.256

<three>
A cluster of 2 separate species, C5H8N in total. Source: the Open Molecules 2025 dataset; level of theory: ωB97M-V with the def2-TZVPD basis set.

Values from the calculation:
**HOMO**: -13.313 eV
**Net charge**: +1
**Orbital gap**: 7.72 eV

Last column: Mulliken charge in e.
Element x y z (Å)
C (-3.2480, -0.3572, 0.5913)  -0.131
C (3.1555, 0.4359, 0.5350)  -0.605
C (-1.3313, 0.7926, -0.3402)  0.161
C (2.1423, -0.0805, -0.1013)  0.486
C (1.2220, -0.8599, -0.7294)  -1.084
N (-2.3886, 0.4874, 0.1382)  0.018
H (-3.8374, -0.7140, -0.1971)  0.301
H (-3.3517, -0.4604, 1.7382)  0.283
H (4.0279, -0.2664, 0.4763)  0.221
H (3.2222, 1.4267, 0.9663)  0.276
H (-0.3620, 0.1761, -0.5864)  -0.033
H (0.7878, -1.6253, -0.1050)  0.385
H (1.0888, -0.8034, -1.7600)  0.428
H (-1.1276, 1.8483, -0.6261)  0.294

<four>
The ion C5H8N with charge +1. Source: the Open Molecules 2025 dataset; level of theory: ωB97M-V with the def2-TZVPD basis set.

Values from the calculation:
**HOMO**: -14.717 eV
**Net charge**: +1
**Orbital gap**: 10.96 eV
**Structure (SMILES)**: C#CC[NH+]1CC1

Last column: Mulliken charge in e.
Element x y z (Å)
C (2.6983, 0.6246, 0.3081)  -0.234
C (1.8117, -0.2183, 0.4111)  -0.205
C (0.6395, -0.6914, -0.3434)  -0.490
N (-0.6071, -0.1433, 0.3343)  -0.042
C (-0.9787, 1.2976, 0.0749)  -0.370
C (-1.9529, 0.1336, -0.2934)  -0.292
H (3.5638, 1.1413, 0.6278)  0.390
H (0.8566, -0.1322, -1.2657)  0.302
H (0.6017, -1.7761, -0.3434)  0.397
H (-0.5585, -0.6541, 1.2283)  0.351
H (-0.5573, 1.4543, -0.8942)  0.344
H (-1.5455, 1.5354, 1.1321)  0.328
H (-2.8829, 0.0440, 0.2480)  0.267
H (-2.3931, -0.1248, -1.2225)  0.254

It is <three> that is most stable; the runner-up trails by 0.070 eV.

<one>
A cluster of 2 separate species, C5H8N in total. Source: the Open Molecules 2025 dataset; level of theory: ωB97M-V with the def2-TZVPD basis set.

Values from the calculation:
**HOMO**: -14.520 eV
**Net charge**: +1
**Orbital gap**: 9.16 eV

Last column: Mulliken charge in e.
Element x y z (Å)
C (2.2765, -1.5235, -0.4627)  -0.167
C (2.6108, -0.3572, -0.5327)  -0.611
C (-1.5424, -0.7245, -1.0869)  -0.526
C (-1.6638, 0.0953, -0.0330)  -0.268
C (-0.5043, 0.7437, 0.4322)  0.801
N (-0.4331, 1.5743, 1.4285)  -0.307
H (1.7933, -2.4507, -0.5213)  0.443
H (-2.4948, -1.2466, -1.2563)  0.251
H (-0.5790, -0.8758, -1.6261)  0.290
H (-2.6212, 0.2817, 0.3386)  0.329
H (0.4989, 0.4369, -0.0192)  -0.259
H (3.2417, 0.4902, -0.4933)  0.408
H (0.5974, 1.7163, 1.7360)  0.325
H (-1.1799, 1.8400, 2.0961)  0.291

<two>
The ion C5H8N with charge +1. Source: the Open Molecules 2025 dataset; level of theory: ωB97M-V with the def2-TZVPD basis set.

Values from the calculation:
**HOMO**: -15.186 eV
**Net charge**: +1
**Orbital gap**: 11.67 eV
**Structure (SMILES)**: C#C[N@@H+](C)C=C

Last column: Mulliken charge in e.
Element x y z (Å)
C (-2.4926, 1.2005, -0.0938)  -0.068
C (-1.5525, 0.4727, 0.0991)  -0.515
N (-0.2888, -0.1289, 0.3652)  0.098
C (-0.3576, -1.5760, -0.1188)  -0.793
C (0.7263, 0.6535, -0.4033)  -0.149
C (1.5783, 1.4399, 0.2492)  -0.650
H (-3.3623, 1.6722, -0.1426)  0.559
H (0.0016, -0.1721, 1.3827)  0.484
H (-1.0520, -1.5271, -1.0045)  0.349
H (0.6078, -1.8904, -0.5554)  0.373
H (-0.5647, -2.3026, 0.7140)  0.316
H (0.7287, 0.7061, -1.4274)  0.479
H (2.3135, 2.0613, -0.2648)  0.286
H (1.3559, 1.4659, 1.2972)  0.231

<three>
A structure of composition C5H8N. Source: the Open Molecules 2025 dataset; level of theory: ωB97M-V with the def2-TZVPD basis set.

Values from the calculation:
**HOMO**: -14.758 eV
**Net charge**: +1
**Orbital gap**: 9.83 eV

Last column: Mulliken charge in e.
Element x y z (Å)
C (0.4256, 0.6780, 1.7073)  -0.607
C (0.0909, -0.5961, 1.3339)  -0.593
C (0.0448, 1.2464, 0.4036)  -0.296
C (-0.1823, -0.1430, -0.1039)  1.209
C (-1.1571, -0.7755, -0.9842)  -1.555
N (1.1476, 0.2562, -0.6881)  -0.427
H (0.5537, 1.1614, 2.5688)  0.501
H (0.0781, -1.6042, 1.7954)  0.398
H (-0.1075, 2.2828, 0.1741)  0.454
H (-1.5659, -0.1522, -1.7563)  0.420
H (-1.8450, -1.4848, -0.7339)  0.418
H (-0.5064, -1.2844, -1.6533)  0.446
H (0.9690, 0.3944, -1.7620)  0.350
H (2.0545, 0.0209, -0.3014)  0.283

It is <one> that is most stable; the runner-up trails by 0.793 eV.